Entry from OMol25: 13 unconnected molecules or ions with the total composition C19H66N24O13 (wB97M-V/def2-TZVPD).

* total energy: -3055.7397 hartree
* highest occupied orbital energy (spin up / spin down): -0.38093 / -0.38093 Ha
* frontier orbital gap (spin up / spin down): 8.36 / 3.17 eV

The geometry in ORCA input format:
```
! wB97M-V def2-TZVPD RIJCOSX def2/J DEFGRID3
* xyz 1 2
C -23.6127 -12.8766 4.9153
C -24.2344 -13.9919 3.9708
C -23.5021 -15.3008 3.8550
O -22.2799 -14.9785 3.2619
C -21.3628 -16.0809 3.1409
N -25.5550 -14.2197 4.3320
H -22.5268 -12.7838 4.8973
H -23.8290 -13.1056 5.9588
H -24.0807 -11.9002 4.7902
H -24.3146 -13.7048 2.9224
H -23.9356 -16.1228 3.2854
H -23.2591 -15.7784 4.8042
H -21.7818 -16.9208 2.5866
H -20.9444 -16.4165 4.0898
H -20.4937 -15.6000 2.6922
H -25.9807 -15.0172 3.8817
H -25.9915 -13.4674 3.8185
C -14.6357 -10.5099 5.9747
C -15.1461 -11.8742 6.2708
C -16.6408 -11.5948 6.5809
O -16.8388 -10.8596 7.8800
C -16.2481 -11.4749 9.0240
N -15.1524 -12.6944 5.0454
H -14.7692 -10.2256 4.9310
H -13.5637 -10.4406 6.1594
H -14.9088 -9.6985 6.6493
H -14.5899 -12.4176 7.0345
H -17.3253 -12.4396 6.6576
H -17.1165 -10.8892 5.8998
H -16.8179 -11.3147 9.9392
H -15.2648 -11.0141 9.1190
H -16.1968 -12.5621 8.9656
H -15.6331 -13.5694 5.1979
H -15.5871 -12.4583 4.1648
C -26.4353 -15.2854 7.7672
O -26.9379 -15.7406 8.7906
N -26.7373 -14.1866 7.1850
N -25.2910 -15.6426 7.3904
H -26.3800 -13.9312 6.2756
H -27.4167 -13.5210 7.5249
H -24.9490 -15.3036 6.5026
H -24.7852 -16.3760 7.8662
C -23.7488 -18.0954 10.7421
O -24.7140 -18.0594 10.0097
N -22.6681 -17.4185 10.6380
N -23.5908 -18.9146 11.7589
H -22.4171 -16.8978 9.8097
H -21.9960 -17.6513 11.3550
H -22.8450 -18.7419 12.4177
H -24.4238 -19.2106 12.2474
C -20.9320 -14.8680 7.5605
O -21.6007 -15.3147 8.4844
N -21.3422 -14.2683 6.4498
N -19.6414 -14.7080 7.6216
H -20.6544 -14.0006 5.7604
H -22.3104 -14.3540 6.1752
H -19.2202 -14.9533 8.5062
H -19.1645 -14.2292 6.8709
C -22.5826 -12.9024 11.1561
O -23.1903 -12.3993 12.0857
N -21.6832 -12.2530 10.5158
N -22.6652 -14.1458 10.7457
H -21.5836 -11.2949 10.8196
H -21.3263 -12.5289 9.6122
H -23.1889 -14.8037 11.3051
H -22.0956 -14.4552 9.9712
C -18.7035 -12.8395 4.0401
O -19.2497 -13.1761 5.0607
N -17.7241 -13.5106 3.5440
N -18.8647 -11.6838 3.5307
H -17.3695 -14.2556 4.1264
H -17.2393 -12.9972 2.8219
H -19.5937 -11.0689 3.8631
H -18.1003 -11.2647 3.0206
C -21.0273 -9.8440 5.9245
O -20.3101 -9.6687 4.9314
N -21.5722 -8.8966 6.6441
N -21.1896 -11.0254 6.4670
H -22.3264 -9.1097 7.2812
H -21.3603 -7.9224 6.4825
H -20.6644 -11.7570 6.0098
H -21.9869 -11.3459 6.9977
C -16.0172 -15.7842 7.2194
O -16.5638 -15.1280 6.3200
N -16.2190 -15.6589 8.5130
N -15.2388 -16.7718 6.9279
H -15.6735 -16.1459 9.2096
H -16.8314 -14.8900 8.7451
H -14.9269 -16.9139 5.9778
H -14.7343 -17.1858 7.6987
C -23.0645 -18.4291 6.5110
O -24.1028 -18.1315 7.0985
N -21.8672 -17.8020 6.6824
N -22.9660 -19.3479 5.5284
H -21.1201 -17.9964 6.0312
H -21.6960 -17.2067 7.4802
H -23.6145 -20.0817 5.2811
H -22.1845 -19.2352 4.8986
C -18.6592 -14.3106 11.2770
O -18.3252 -14.4103 10.1385
N -19.3141 -15.1946 11.9709
N -18.2800 -13.2367 11.8895
H -19.8387 -15.9052 11.4810
H -19.8083 -14.7351 12.7224
H -18.0086 -12.4034 11.3875
H -18.9019 -13.0389 12.6603
C -17.5501 -18.5104 10.0001
O -16.3908 -18.1246 10.1720
N -17.9928 -19.6972 10.1778
N -18.5624 -17.7084 9.5698
H -18.8629 -19.9321 9.7218
H -17.2962 -20.4092 10.3448
H -19.5294 -17.9697 9.6990
H -18.3938 -16.7188 9.4583
C -19.0197 -17.9933 5.4799
O -19.6826 -18.7980 4.9065
N -19.0115 -17.7121 6.7536
N -18.2501 -17.1220 4.9660
H -18.3821 -16.9569 6.9851
H -19.4252 -18.4327 7.3278
H -17.7303 -16.5156 5.5842
H -18.2105 -17.1047 3.9569
*
```

***

Entry from OMol25: 18 unconnected molecules or ions with the total composition C19H70IN4O18P (wB97M-V/def2-TZVPD).

* total energy: -2977.9236 hartree
* highest occupied orbital energy: -0.32268 Ha
* frontier orbital gap: 7.47 eV

The geometry in ORCA input format:
```
! wB97M-V def2-TZVPD RIJCOSX def2/J DEFGRID3
* xyz 0 1
O 3.2614 2.3329 -6.0568
P 3.0717 1.0617 -4.9593
I 0.6765 0.9121 -4.5113
C 3.8882 1.7433 -3.3886
N 4.6397 0.8586 -2.7143
N 5.2420 1.3334 -1.6449
C 5.0192 2.6339 -1.3793
N 4.2360 3.5110 -2.0348
N 3.6368 3.0366 -3.1021
H 2.9571 3.1136 -5.5835
H 5.5482 3.0379 -0.5065
C -1.4699 -2.5716 -2.6907
O -0.0983 -2.2158 -2.7129
H -1.7836 -2.8233 -3.7032
H -1.6155 -3.4387 -2.0388
H -2.0647 -1.7298 -2.3254
H 0.1519 -1.9979 -1.8064
C 0.3272 2.4677 -1.0346
O 0.6705 1.0892 -0.9078
H -0.3514 2.5815 -1.8758
H -0.1690 2.8114 -0.1237
H 1.2280 3.0631 -1.2170
H 1.2673 1.0140 -0.1620
C -0.1161 -0.4071 -8.4195
O 1.1365 0.1097 -7.9866
H -0.9038 0.1163 -7.8817
H -0.2462 -0.2429 -9.4928
H -0.1840 -1.4764 -8.2004
H 1.8217 -0.3583 -8.4654
C -0.4553 -1.3511 1.4100
O -0.2046 -2.3735 0.4474
H -1.0074 -0.5474 0.9263
H -1.0459 -1.7517 2.2301
H 0.4926 -0.9578 1.7924
H 0.2823 -3.0699 0.8933
C -3.3379 3.2529 -1.4655
O -2.8757 3.6657 -0.1783
H -3.4334 2.1692 -1.4726
H -4.3104 3.7013 -1.6736
H -2.6201 3.5571 -2.2299
H -2.7985 4.6214 -0.1994
C 0.3266 -3.7555 4.9512
O -0.4084 -3.3893 3.7859
H 1.2776 -3.2238 4.9397
H -0.2284 -3.4783 5.8525
H 0.5205 -4.8311 4.9575
H -1.2430 -3.8687 3.8150
C -0.3139 0.7221 4.8753
O -0.8568 -0.5876 4.7689
H -1.1331 1.4200 5.0350
H 0.3767 0.7824 5.7220
H 0.2109 0.9930 3.9536
H -0.1296 -1.1949 4.6256
C -0.7992 -6.6414 -3.2822
O -0.3389 -6.2240 -2.0026
H -0.8968 -7.7259 -3.2848
H -1.7744 -6.1930 -3.4896
H -0.0798 -6.3425 -4.0490
H -0.2618 -5.2664 -2.0302
C 6.5522 -2.4625 -3.2641
O 6.1600 -1.7950 -2.0726
H 7.0111 -3.4101 -2.9894
H 5.6811 -2.6580 -3.8961
H 7.2802 -1.8612 -3.8169
H 5.7572 -0.9621 -2.3321
C 1.6564 5.8846 0.1331
O 3.0005 6.1270 -0.2794
H 1.3987 6.5963 0.9123
H 0.9744 6.0151 -0.7122
H 1.5610 4.8718 0.5305
H 3.2084 5.4865 -0.9673
C -0.5202 6.1689 3.6398
O -0.1113 5.1488 2.7329
H -1.0799 6.9162 3.0820
H -1.1620 5.7510 4.4198
H 0.3518 6.6440 4.0975
H 0.3797 4.4987 3.2367
C -3.9560 -3.9623 5.7203
O -3.6591 -4.3964 4.3919
H -3.0446 -3.5818 6.1734
H -4.7039 -3.1662 5.6970
H -4.3272 -4.8039 6.3110
H -4.4710 -4.7281 4.0082
C 5.7313 5.3824 1.3373
O 6.1424 4.0267 1.5257
H 5.1206 5.4300 0.4428
H 5.1383 5.7177 2.1911
H 6.6024 6.0320 1.2152
H 6.6802 3.9880 2.3168
C -2.0586 -5.4012 8.3574
O -2.4222 -4.0456 8.6056
H -2.0006 -5.5542 7.2819
H -1.0842 -5.6130 8.8055
H -2.8134 -6.0722 8.7763
H -2.4682 -3.9369 9.5561
C -6.0955 3.4364 -3.8540
O -4.7801 3.5926 -4.3812
H -6.2232 4.1440 -3.0380
H -6.8419 3.6437 -4.6253
H -6.2352 2.4217 -3.4714
H -4.6850 2.9638 -5.0974
C 1.0260 -10.2551 -2.2631
O 0.7460 -9.5783 -1.0451
H 1.4469 -11.2301 -2.0271
H 0.1037 -10.3901 -2.8361
H 1.7498 -9.6823 -2.8499
H 0.3761 -8.7214 -1.2770
C -4.9752 6.3151 1.5336
O -5.5186 5.0081 1.4039
H -5.7942 7.0113 1.6994
H -4.2899 6.3608 2.3848
H -4.4444 6.6012 0.6196
H -4.7823 4.4061 1.2581
*
```

***

Entry from OMol25: a molecular structure, C19H7Cl3F5NaO3SSe (wB97M-V/def2-TZVPD).

* total energy: -5795.9623 hartree
* highest occupied orbital energy: -0.08242 Ha
* frontier orbital gap: 6.16 eV

The geometry in ORCA input format:
```
! wB97M-V def2-TZVPD RIJCOSX def2/J DEFGRID3
* xyz -2 1
Na -0.0019 -1.3620 0.4022
Cl -2.8793 -5.6781 5.6005
C -2.3588 -4.9010 4.1008
C -1.5439 -3.7836 4.1577
C -1.1484 -3.1869 2.9827
Cl -0.1090 -1.7644 3.0773
C -1.5152 -3.6329 1.6718
O -1.1373 -3.0646 0.6106
C -2.3515 -4.7904 1.7145
Cl -2.8915 -5.4574 0.1826
C -2.7648 -5.4062 2.8794
H -1.2210 -3.3823 5.1085
H -3.4041 -6.2776 2.8273
O -3.9542 6.8813 -1.9445
C -3.7532 5.6903 -2.5900
O -4.1205 5.5962 -3.7330
C -3.1278 4.6077 -1.7897
C -2.7141 3.4430 -2.4380
C -2.1290 2.4073 -1.7399
C -1.9266 2.4475 -0.3373
S -1.2273 1.1409 0.5427
C -2.3579 3.6383 0.2984
C -2.9333 4.6747 -0.4065
H -3.5445 6.8189 -1.0751
H -2.8585 3.3681 -3.5090
H -1.8062 1.5179 -2.2658
H -2.2343 3.7146 1.3713
H -3.2590 5.5364 0.1734
F 7.5288 -0.0609 -3.0418
C 6.5199 -0.3872 -2.2121
C 6.5581 -0.0344 -0.8803
F 7.6231 0.6392 -0.4067
C 5.5097 -0.3686 -0.0387
F 5.6561 0.0232 1.2375
C 4.3800 -1.0632 -0.4555
Se 2.9504 -1.5307 0.7250
C 4.3910 -1.4042 -1.8050
F 3.3762 -2.0885 -2.3539
C 5.4208 -1.0808 -2.6731
F 5.3589 -1.4395 -3.9682
*
```